P:
ORCA calculation (wB97M-V/def2-TZVPD) on the ion C5H9N2 with charge +1.

Calculated values
**Gap between HOMO and LUMO**: 0.4162 hartree
**LUMO**: -2.9 eV
**SMILES**: CCc1[nH]cc[nH+]1
**Net charge**: +1
**E_HOMO**: -14.262 eV

Last column: natural (NBO) charge in e.
Cartesian coordinates (Å):
C: -1.9382 -0.8457 -0.5052  -0.601
C: -0.5289 -1.3449 -0.5632  -0.437
C: 0.3475 -0.2392 -0.0460  0.472
N: 0.1606 0.4321 1.0525  -0.455
C: 0.9414 1.5006 1.0969  -0.053
C: 1.7914 1.4266 0.0406  -0.064
N: 1.3927 0.3224 -0.6719  -0.470
H: -2.2452 -1.0899 0.6392  0.205
H: -2.6240 -1.3858 -1.1220  0.254
H: -2.0582 0.2228 -0.6080  0.224
H: -0.0458 -1.4161 -1.5439  0.228
H: -0.3510 -2.2287 -0.0090  0.254
H: -0.4610 0.3211 1.7652  0.444
H: 1.0294 2.1283 2.0400  0.265
H: 2.6730 2.0259 -0.0258  0.265
H: 1.9161 0.1704 -1.5393  0.469

---

Q:
ORCA calculation (wB97M-V/def2-TZVPD) on the ion C5H9N2 with charge +1.

Calculated values
**Gap between HOMO and LUMO**: 0.3032 hartree
**LUMO**: -4.6 eV
**SMILES**: C=N/C=C\C=[NH+]\C
**Net charge**: +1
**E_HOMO**: -12.868 eV

Last column: natural (NBO) charge in e.
Cartesian coordinates (Å):
C: -3.0172 0.4837 -0.3878  0.086
N: -2.1266 -0.3347 -0.4407  -0.336
C: -1.3390 -1.1449 -1.0292  0.174
C: 0.0939 -1.3143 -0.8005  -0.418
C: 1.0134 -0.5461 -0.0403  0.187
N: 1.0772 0.6252 0.6084  -0.486
C: 2.3147 1.0135 1.1178  -0.406
H: -3.1305 1.2299 -1.1715  0.211
H: -3.6059 0.5467 0.5706  0.219
H: -1.7582 -2.0576 -1.5460  0.261
H: 0.5430 -2.0629 -1.2489  0.232
H: 2.0726 -0.7153 -0.3519  0.205
H: 0.1886 0.8832 1.0627  0.408
H: 3.0376 0.2210 1.0154  0.221
H: 2.5419 1.8560 0.5471  0.219
H: 2.0943 1.3167 2.0946  0.222

---

The least stable of them is Q.